16
Properties=species:S:1:pos:R:3 method="wB97M-V/def2-TZVPD" smiles="C/C=C(/C)CO" gap_ev=9.693 fmax_ev_per_a=0.5 total_charge=0 e_lumo_ev=0.970 e_above_lowest_ev=1.525 e_homo_ev=-8.72
C 1.75 -0.41 -0.84
C 0.52 -0.17 -0.01
C 0.46 0.93 1.04
O -0.31 0.49 2.15
C -0.62 -0.82 -0.29
C -1.95 -0.13 -0.32
H 1.81 -1.44 -1.20
H 2.70 -0.11 -0.40
H 1.61 0.21 -1.74
H -0.12 -0.46 2.23
H -0.03 1.84 0.67
H 1.47 1.21 1.37
H -0.57 -1.79 -0.79
H -2.72 -0.41 0.40
H -2.33 -0.34 -1.33
H -1.81 0.96 -0.27


42
Properties=species:S:1:pos:R:3 method="wB97M-V/def2-TZVPD" smiles=CCC[C@]12CO[C@]([C@@H]3C[C@H]4CC[C@@H]3C4)(OC1)OC2 gap_ev=10.303 fmax_ev_per_a=3.4 total_charge=0 e_lumo_ev=0.808 e_above_lowest_ev=0.134 e_homo_ev=-9.50
O 0.47 0.76 -0.13
O -0.69 -1.26 -0.28
O -0.14 -0.35 1.80
C -4.86 3.13 -0.53
C -0.72 1.52 -0.20
C -1.95 -0.57 -0.29
C -1.38 0.40 1.85
C 0.34 -0.57 0.46
C -3.60 2.26 -0.77
C 4.27 -2.44 -0.04
C 2.91 -0.57 1.02
C 3.03 -3.00 -0.69
C 3.16 -0.74 -1.26
C -3.16 1.57 0.54
C 3.99 -0.93 -0.03
C 1.66 -1.35 0.51
C 2.12 -1.81 -0.88
C -1.86 0.74 0.47
H -5.20 3.56 -1.46
H -4.64 3.95 0.18
H -5.67 2.51 -0.13
H -0.59 2.47 0.31
H -0.96 1.73 -1.27
H -2.71 -1.24 0.09
H -2.26 -0.34 -1.34
H -2.12 -0.22 2.37
H -1.28 1.31 2.43
H -2.78 2.91 -1.15
H -3.85 1.55 -1.54
H 5.16 -2.71 -0.65
H 4.45 -2.78 0.97
H 3.23 -0.83 2.00
H 2.71 0.50 1.08
H 2.58 -3.73 0.00
H 3.25 -3.50 -1.64
H 3.64 -0.95 -2.19
H 2.77 0.28 -1.36
H -3.03 2.35 1.32
H -3.97 0.89 0.92
H 4.89 -0.28 -0.01
H 1.45 -2.19 1.16
H 1.33 -2.02 -1.64


52
Properties=species:S:1:pos:R:3 method="wB97M-V/def2-TZVPD" gap_ev="5.508 / 5.539" fmax_ev_per_a=1.9 total_charge=+2 e_lumo_ev="-8.594 / -8.563" e_homo_ev="-14.10 / -14.10"
Co -0.40 -0.24 0.94
C -1.28 -2.31 2.84
C -1.50 -0.94 3.43
N -0.43 -0.03 2.97
C 0.91 -0.27 3.56
C 1.92 -0.16 2.45
N 1.46 -0.92 1.27
C 1.48 -2.41 1.40
C 0.17 -2.97 0.91
N -0.95 -2.14 1.40
H -0.47 -2.85 3.33
H -2.19 -2.90 2.97
H -2.45 -0.53 3.07
H -1.55 -1.00 4.52
H -0.72 0.92 3.15
H 1.14 0.47 4.32
H 0.93 -1.24 4.05
H 2.00 0.88 2.16
H 2.91 -0.49 2.78
H 2.06 -0.66 0.50
H 2.29 -2.84 0.82
H 1.67 -2.67 2.45
H 0.14 -2.95 -0.17
H 0.06 -4.01 1.23
H -1.77 -2.38 0.84
Br 2.45 3.64 -4.77
C 1.36 3.28 -3.28
C 1.91 2.68 -2.16
C 1.11 2.42 -1.07
C -0.24 2.79 -1.08
C -0.78 3.40 -2.21
C 0.02 3.63 -3.32
C -1.11 2.57 0.11
O -1.99 3.29 0.44
O -0.83 1.43 0.82
H 2.97 2.43 -2.15
H 1.53 1.97 -0.18
H -1.82 3.70 -2.20
H -0.40 4.10 -4.20
C -1.56 -0.50 -3.14
C -0.03 -0.35 -3.26
C 0.46 -0.91 -1.94
O -0.57 -0.57 -0.97
C -1.83 -0.26 -1.66
H -1.87 -1.50 -3.44
H -2.09 0.22 -3.75
H 0.25 0.70 -3.36
H 0.37 -0.91 -4.10
H 1.41 -0.47 -1.61
H 0.56 -2.00 -1.98
H -2.08 0.78 -1.46
H -2.62 -0.90 -1.27